Record 1
Computed, not measured: one molecule with the formula C18H22N2O4S, with wB97M-V/def2-TZVPD.

Output
Charge: 0
Frontier orbital gap, Ha: 0.3262
SMILES string: CCCCCC(=O)O/N=C(\C)c1ccn(S(=O)(=O)c2ccccc2)c1
Calculated total energy, a.u.: -1507.7047
HOMO, eV: -8.841
E_LUMO, eV: 0.04
Energy above the lowest of the compared OMol25 structures with the same formula, charge and spin, kcal/mol: 68.6

The geometry in XYZ format:
```
47
C18H22N2O4S, DFT wB97M-V/def2-TZVPD
C -3.705 2.758 -0.324
C -4.394 1.597 0.383
C -3.570 1.107 1.573
C -4.143 -0.145 2.243
C -3.661 -1.464 1.617
C -4.258 -1.707 0.256
O -5.358 -2.147 0.063
O -3.511 -1.412 -0.835
N -2.247 -0.854 -0.591
C -1.696 -0.271 -1.582
C -2.278 -0.142 -2.954
C -0.401 0.331 -1.331
C 0.409 1.040 -2.269
C 1.525 1.450 -1.609
N 1.443 1.039 -0.305
S 2.696 1.170 0.852
O 2.080 1.028 2.130
O 3.425 2.354 0.532
C 3.651 -0.280 0.446
C 3.272 -1.498 0.975
C 3.987 -2.631 0.623
C 5.060 -2.528 -0.248
C 5.429 -1.297 -0.769
C 4.718 -0.160 -0.422
C 0.283 0.353 -0.136
H -3.573 3.595 0.358
H -2.723 2.454 -0.684
H -4.296 3.096 -1.172
H -5.379 1.914 0.732
H -4.551 0.786 -0.328
H -3.525 1.912 2.310
H -2.548 0.906 1.244
H -3.836 -0.158 3.291
H -5.234 -0.115 2.216
H -2.574 -1.465 1.548
H -3.995 -2.288 2.251
H -3.247 -0.633 -3.001
H -2.396 0.911 -3.205
H -1.609 -0.596 -3.683
H 0.182 1.223 -3.300
H 2.372 2.020 -1.931
H 2.440 -1.538 1.659
H 3.708 -3.592 1.028
H 5.615 -3.413 -0.521
H 6.269 -1.223 -1.443
H 4.981 0.816 -0.797
H 0.026 -0.046 0.823
```

Record 2
Computed, not measured: C23H38Cl2N6O3P2SeSiTi as an isolated structure, with wB97M-V/def2-TZVPD.

Output
Charge: -2
Frontier orbital gap, Ha: 0.2404
Calculated total energy, a.u.: -6597.3062
HOMO, eV: -1.994
E_LUMO, eV: 4.55
Energy above the lowest of the compared OMol25 structures with the same formula, charge and spin, kcal/mol: 0.0

The geometry in XYZ format:
```
77
C23H38Cl2N6O3P2SeSiTi, DFT wB97M-V/def2-TZVPD
Ti -0.032 0.520 -0.466
C 2.436 -1.382 3.631
N 2.828 -0.369 2.677
C 3.650 -0.861 1.587
P 1.845 0.952 2.391
O 1.265 0.840 0.977
O 0.908 1.127 3.530
P -0.965 -1.911 1.664
O -0.986 -0.777 0.561
N -1.714 -1.106 2.978
C -1.255 -1.391 4.319
C -2.331 0.202 2.853
N -2.240 -2.898 1.001
C -3.431 -2.236 0.506
C -2.560 -4.034 1.833
N 2.976 2.194 2.250
C 2.619 3.376 1.487
C 3.700 2.510 3.462
H 3.332 -1.801 4.109
H 1.886 -2.205 3.157
H 1.801 -0.936 4.392
H 4.567 -1.308 1.989
H 3.927 -0.048 0.918
H 3.127 -1.623 0.996
H -0.673 -2.315 4.320
H -2.107 -1.530 5.001
H -0.621 -0.583 4.703
H -2.577 0.408 1.813
H -1.647 0.987 3.197
H -3.253 0.248 3.449
H -3.146 -1.389 -0.117
H -4.075 -1.875 1.325
H -4.017 -2.933 -0.103
H -1.639 -4.495 2.200
H -3.115 -4.783 1.257
H -3.174 -3.760 2.710
H 2.090 3.096 0.580
H 3.532 3.905 1.196
H 1.991 4.071 2.067
H 3.971 1.590 3.981
H 3.111 3.134 4.151
H 4.618 3.050 3.210
Se 1.641 1.968 -2.048
C 3.281 1.184 -1.789
N 4.326 0.702 -1.654
Cl -3.413 1.183 -3.280
C -3.367 2.441 -2.074
C -4.363 3.398 -2.093
C -4.387 4.404 -1.137
C -3.398 4.421 -0.161
C -2.408 3.461 -0.154
Cl -1.207 3.506 1.101
C -2.317 2.413 -1.117
N -1.354 1.498 -1.100
H -5.123 3.343 -2.862
H -5.165 5.156 -1.148
H -3.390 5.183 0.608
C -1.231 -2.416 -2.488
Si 0.326 -1.363 -2.207
C 1.655 -2.571 -1.580
C 0.863 -0.907 -3.979
C 2.099 -1.264 -4.518
C 2.459 -0.912 -5.815
C 1.580 -0.192 -6.610
C 0.344 0.180 -6.092
C 0.000 -0.170 -4.796
H -1.035 -3.221 -3.204
H -2.045 -1.798 -2.876
H -1.559 -2.850 -1.540
H 1.779 -3.430 -2.248
H 1.358 -2.946 -0.595
H 2.622 -2.073 -1.468
H 2.810 -1.811 -3.909
H 3.434 -1.191 -6.199
H 1.860 0.091 -7.619
H -0.345 0.762 -6.696
H -0.952 0.161 -4.393
```

Record 3
Computed, not measured: a 8-piece molecular cluster, H15O7S overall, with wB97M-V/def2-TZVPD.

Output
Charge: -1
Frontier orbital gap, Ha: 0.2617
Calculated total energy, a.u.: -933.8877
HOMO, eV: -4.276
E_LUMO, eV: 2.85
Energy above the lowest of the compared OMol25 structures with the same formula, charge and spin, kcal/mol: 49.8

The geometry in XYZ format:
```
23
H15O7S, DFT wB97M-V/def2-TZVPD
S -1.143 0.625 -3.484
H -0.998 -0.654 -3.601
H -1.650 -1.808 1.685
H -0.340 -2.244 0.999
O -1.218 -2.436 1.201
H -0.483 1.541 2.821
H -2.078 1.021 2.908
O -1.133 0.967 3.391
H 1.892 -2.433 1.932
H 1.541 -0.816 2.518
O 2.167 -1.488 2.235
H 0.400 1.594 0.325
H -0.881 2.292 0.618
O 0.037 2.302 0.975
H 1.754 0.509 -1.928
H 1.281 0.254 -3.412
O 2.147 0.231 -2.771
H -1.730 1.966 -1.504
H -2.510 1.003 -0.617
O -2.125 1.889 -0.612
H 2.388 -1.164 -1.370
H 0.953 -1.554 -1.470
O 1.729 -1.597 -0.841
```